8
Properties=species:S:1:pos:R:3:forces:R:3 method="wB97M-V/def2-TZVPD" homo_lumo_gap_ev=9.95 e_homo_ev=-9.67 largest_force_ev_per_a=4.90 total_energy_ev=-6230.692 smiles="C=O.C=O" de_lowest_kcal_mol=83.4
O -1.090542 1.145742 0.921974 -1.172 -2.268 0.294
C -0.877692 -0.053687 0.947613 -1.031 1.878 1.474
H -1.076902 -0.758507 0.105594 -0.590 0.461 0.748
H -0.423432 -0.487417 1.870102 -0.094 -0.173 -0.438
O 0.891167 1.007392 -0.202377 0.922 -3.515 -3.288
C 0.837697 0.021092 -0.973206 1.960 3.100 1.221
H 1.629447 -0.051497 -1.756356 -0.560 -0.121 0.145
H 0.110258 -0.823118 -0.913345 0.566 0.638 -0.158